(1)
{
  "formula": "C6H9N3O4",
  "method": "the ωB97M-V functional and the def2-TZVPD basis",
  "species": ["C", "C", "C", "C", "C", "C", "N", "N", "N", "O", "O", "O", "O", "H", "H", "H", "H", "H", "H", "H", "H", "H"],
  "xyz": [[0.676159, -1.694311, -0.304914], [-0.721755, -1.534477, -0.165080], [-3.461607, 0.708695, -0.191272], [2.161604, 0.374295, 0.084740], [1.324764, 1.540425, 0.500932], [-2.823880, -0.602001, 0.420316], [1.790609, -0.867500, -0.224188], [3.535322, 0.463028, -0.090344], [-1.414663, -0.511820, 0.151445], [-4.633877, 0.916234, -0.071832], [-2.657841, 1.588538, -0.732038], [4.067193, 1.539569, 0.263966], [4.203842, -0.490240, -0.332965], [0.866123, -2.637465, -0.734990], [-1.152702, -2.498981, -0.666854], [0.830533, 1.978084, -0.421479], [2.193883, 2.162464, 0.878124], [0.494052, 1.455070, 1.173184], [-3.162061, -1.468553, 0.032994], [-3.109211, -0.466533, 1.422351], [2.663090, -1.348782, -0.477287], [-1.669576, 1.394252, -0.514809]],
  "forces_ev_per_a": [[1.716, 2.112, -0.074], [-1.082, -0.842, -1.612], [-0.722, -1.674, 0.966], [-2.936, -1.322, -0.126], [1.782, 1.162, -1.596], [1.663, 4.066, -1.800], [-1.804, -1.502, -0.181], [0.915, 4.135, 2.964], [1.254, 0.165, 1.697], [-0.362, -0.042, -0.249], [2.901, 0.713, -0.055], [-0.543, -0.227, -0.798], [1.359, -2.922, -1.535], [1.003, -0.821, -0.193], [-0.142, 1.333, 1.525], [0.926, -0.077, 0.807], [-1.764, 0.245, -0.283], [0.104, -0.869, 0.737], [-2.003, -2.785, -1.343], [0.192, -0.277, 1.673], [-0.119, -0.370, -0.061], [-2.341, -0.201, -0.462]],
  "e_homo_ev": [-8.63, -8.81],
  "gap_ev": [6.82, 7.10]
}


(2)
{
  "formula": "C4H5N4",
  "method": "the ωB97M-V functional and the def2-TZVPD basis",
  "species": ["C", "C", "C", "C", "N", "N", "N", "N", "H", "H", "H", "H", "H"],
  "xyz": [[3.383478, 0.101432, -0.212143], [0.211706, 1.203723, 0.459101], [-1.434985, -0.157418, -0.235605], [-2.297576, -0.777564, 0.441252], [4.260977, -0.690231, -0.096921], [1.458181, 1.129259, 0.559188], [2.212210, 0.468313, -0.302115], [-0.685768, 0.739092, -0.657471], [-0.381518, 1.821824, 1.188887], [5.188589, -0.903644, -0.250986], [-2.295976, -1.863448, 0.608638], [-3.207661, -0.168992, 0.588145], [-0.769118, 1.136347, -1.515135]],
  "forces_ev_per_a": [[0.650, -1.341, -0.243], [-7.874, 2.464, 0.681], [-0.265, 0.453, -0.577], [-1.908, -1.773, 0.305], [-1.793, 0.046, 0.517], [5.248, -1.345, -2.156], [-0.707, 1.420, 1.385], [3.018, -0.541, 4.434], [0.919, -0.968, -0.812], [2.195, 0.168, -0.487], [-0.150, 0.572, -0.143], [0.462, -0.356, 0.679], [0.205, 1.201, -3.584]],
  "total_charge": 1,
  "e_homo_ev": [-9.89, -13.73],
  "multiplicity": 3,
  "gap_ev": [5.68, 6.62]
}


Record order is preserved below.
E: -19022.4094, -10173.7243 eV
Record order is preserved below.
ΔE to the lowest compared entry with this formula, charge and spin: 351.7, 141.6 kJ/mol